# 1
CHClF2O2 | ωB97M-V/def2-TZVPD

Each line ends with the natural charge from an NBO analysis.
Element x y z (Å)
C -0.574 0.471 0.537  0.756
O 1.136 -1.144 -0.632  -0.436
O 1.204 0.041 0.042  -0.284
F -0.659 1.615 -0.184  -0.306
F -0.507 0.843 1.845  -0.292
Cl -1.556 -0.784 0.029  0.113
H 0.957 -1.043 -1.638  0.450

Orbital gap in Eh: 0.3942
DFT total energy in Ha: -848.9405
HOMO energy in eV: -10.3
ΔE to the lowest compared entry with this formula, charge and spin in kJ/mol: 192.5
LUMO energy in eV: 0.38

# 2
CHClFNO2 | ωB97M-V/def2-TZVPD

Each line ends with the natural charge from an NBO analysis.
Element x y z (Å)
C -1.006 -0.524 0.019  0.128
N 1.237 0.645 0.027  0.489
O 1.031 1.795 0.317  -0.305
O 2.192 -0.062 -0.060  -0.296
F -1.787 0.513 -0.303  -0.307
Cl -1.127 -1.794 -1.025  0.089
H -0.539 -0.573 1.025  0.203

Orbital gap (spin up / spin down) in Eh: 0.2659 / 0.3618
DFT total energy in Ha: -803.8045
HOMO energy (spin up / spin down) in eV: -8.5 / -10.0
ΔE to the lowest compared entry with this formula, charge and spin in kJ/mol: 210.6
LUMO energy (spin up / spin down) in eV: -1.30 / -0.11

# 3
CHClFO3 | ωB97M-V/def2-TZVPD

Each line ends with the natural charge from an NBO analysis.
Element x y z (Å)
C 0.409 -0.142 -0.904  0.453
O -2.217 3.299 -0.833  0.043
O -0.803 1.707 -1.081  -0.292
O -1.816 2.249 -0.455  0.352
F 0.003 -0.946 -1.789  -0.184
Cl 1.921 0.435 -0.960  0.345
H -0.231 -0.136 0.119  0.283

Orbital gap (spin up / spin down) in Eh: 0.3593 / 0.3592
Charge: +1
DFT total energy in Ha: -823.8381
HOMO energy (spin up / spin down) in eV: -17.2 / -17.2
ΔE to the lowest compared entry with this formula, charge and spin in kJ/mol: 307.4
LUMO energy (spin up / spin down) in eV: -7.43 / -7.43

# 4
CHClO2PS | ωB97M-V/def2-TZVPD

Each line ends with the natural charge from an NBO analysis.
Element x y z (Å)
C 0.050 0.014 -0.809  -0.717
O -1.137 -2.077 0.543  -1.008
O -1.752 0.167 1.446  -0.983
P -0.999 -0.630 0.492  2.186
S 0.548 -1.210 -1.725  0.262
Cl 3.077 2.771 1.178  -0.990
H 0.213 0.965 -1.126  0.249

Orbital gap in Eh: 0.1484
Charge: -1
DFT total energy in Ha: -1388.9785
HOMO energy in eV: -3.8
ΔE to the lowest compared entry with this formula, charge and spin in kJ/mol: 255.5
LUMO energy in eV: 0.22

# 5
CHClO2S | ωB97M-V/def2-TZVPD

Each line ends with the natural charge from an NBO analysis.
Element x y z (Å)
C -0.347 -0.527 -0.529  0.218
O -1.382 -0.994 -0.190  -0.449
O -0.574 1.996 0.645  -0.705
S 0.226 1.265 -0.326  1.209
Cl 1.550 -0.716 1.249  -0.451
H 0.527 -1.024 -0.848  0.178

Orbital gap (spin up / spin down) in Eh: 0.2544 / 0.2570
DFT total energy in Ha: -1047.4530
HOMO energy (spin up / spin down) in eV: -10.6 / -10.6
ΔE to the lowest compared entry with this formula, charge and spin in kJ/mol: 211.0
LUMO energy (spin up / spin down) in eV: -3.64 / -3.57

# 6
CHClO3S | ωB97M-V/def2-TZVPD

Each line ends with the natural charge from an NBO analysis.
Element x y z (Å)
C -1.154 4.493 -0.152  0.504
O -1.922 3.913 0.433  -0.504
O 3.230 1.989 -0.741  -0.817
O 3.716 -0.093 0.404  -0.819
S 2.853 1.079 0.338  1.629
Cl 0.560 -0.267 -0.545  -0.295
H -0.744 -0.577 -0.662  0.302

Orbital gap in Eh: 0.3834
DFT total energy in Ha: -1122.7758
HOMO energy in eV: -11.7
ΔE to the lowest compared entry with this formula, charge and spin in kJ/mol: 113.2
LUMO energy in eV: -1.30

# 7
CHClO3S | ωB97M-V/def2-TZVPD

Each line ends with the natural charge from an NBO analysis.
Element x y z (Å)
C -0.066 -0.716 -0.967  0.553
O 0.971 -0.946 -0.668  -0.532
O 3.524 0.437 -1.323  -0.847
O 2.762 1.029 0.870  -0.806
S 2.444 0.891 -0.512  1.705
Cl 3.587 -1.573 1.024  -0.362
H 3.852 -0.518 0.063  0.289

Orbital gap in Eh: 0.3470
DFT total energy in Ha: -1122.7392
HOMO energy in eV: -10.8
ΔE to the lowest compared entry with this formula, charge and spin in kJ/mol: 209.3
LUMO energy in eV: -1.36

# 8
CHEuLiO | ωB97M-V/def2-TZVPD

Each line ends with the Mulliken spin population.
Element x y z (Å)
H 0.709 -0.173 0.347  0.334
O 2.197 1.326 0.894  0.181
C 1.526 0.424 0.715  0.552
Eu -0.955 -1.862 -0.571  4.370
Li -3.478 0.285 -1.385  0.562

Orbital gap (spin up / spin down) in Eh: 0.1832 / 0.2299
Charge: +1
⟨S²⟩: 12.02
Multiplicity: 7
DFT total energy in Ha: -831.1753
HOMO energy (spin up / spin down) in eV: -8.9 / -11.7
LUMO energy (spin up / spin down) in eV: -3.93 / -5.40

# 9
CHF2IO | ωB97M-V/def2-TZVPD

Each line ends with the natural charge from an NBO analysis.
Element x y z (Å)
C -1.203 0.082 -0.030  0.554
O 1.570 -0.639 0.252  -0.659
F -1.090 -0.413 -1.189  -0.305
F -1.595 -0.717 0.899  -0.303
I 2.756 0.785 -0.033  0.599
H -0.438 0.902 0.101  0.114

Orbital gap (spin up / spin down) in Eh: 0.3425 / 0.1975
DFT total energy in Ha: -611.1813
HOMO energy (spin up / spin down) in eV: -9.8 / -7.9
ΔE to the lowest compared entry with this formula, charge and spin in kJ/mol: 503.0
LUMO energy (spin up / spin down) in eV: -0.52 / -2.52

# 10
CHF2IS | ωB97M-V/def2-TZVPD

Each line ends with the natural charge from an NBO analysis.
Element x y z (Å)
C 0.818 -0.120 -0.884  0.064
F -0.307 0.176 -0.280  -0.321
F 2.306 -2.183 1.054  -0.468
S 1.504 -3.006 -0.064  0.419
I 2.406 1.050 -0.414  0.186
H 0.940 -1.199 -0.912  0.120

Orbital gap (spin up / spin down) in Eh: 0.3390 / 0.2231
DFT total energy in Ha: -934.1547
HOMO energy (spin up / spin down) in eV: -9.9 / -8.6
ΔE to the lowest compared entry with this formula, charge and spin in kJ/mol: 367.2
LUMO energy (spin up / spin down) in eV: -0.70 / -2.54

# 11
CHF2NS | ωB97M-V/def2-TZVPD

Each line ends with the natural charge from an NBO analysis.
Element x y z (Å)
C 1.894 -0.805 -0.014  -0.238
N -1.471 0.001 -0.170  0.122
F -1.059 1.173 -0.826  -0.242
F -1.920 0.306 1.100  -0.226
S 3.203 -0.079 0.012  0.240
H -0.646 -0.595 -0.102  0.344

Orbital gap in Eh: 0.3692
DFT total energy in Ha: -691.1563
HOMO energy in eV: -10.5
ΔE to the lowest compared entry with this formula, charge and spin in kJ/mol: 137.1
LUMO energy in eV: -0.45

# 12
CHF2O4S | ωB97M-V/def2-TZVPD

Each line ends with the natural charge from an NBO analysis.
Element x y z (Å)
C -1.539 0.409 -0.071  1.117
O -0.163 -0.204 -0.553  -0.917
O 1.777 -1.957 -0.779  -0.922
O 2.043 -0.282 1.079  -0.910
O -2.209 -0.226 0.682  -0.711
F -1.048 1.682 0.262  -0.413
F -2.057 0.545 -1.411  -0.422
S 1.555 -0.533 -0.528  1.694
H 1.641 0.566 1.319  0.485

Orbital gap in Eh: 0.3307
Charge: -1
DFT total energy in Ha: -937.6289
HOMO energy in eV: -5.5
ΔE to the lowest compared entry with this formula, charge and spin in kJ/mol: 95.1
LUMO energy in eV: 3.48

# 13
CHF2OS2 | ωB97M-V/def2-TZVPD

Each line ends with the natural charge from an NBO analysis.
Element x y z (Å)
C 0.648 0.272 0.288  0.444
O -0.685 -2.259 0.011  -0.764
F 0.910 0.191 1.643  -0.365
F 1.068 1.489 -0.051  -0.357
S -1.910 0.738 -1.608  -0.507
S -1.293 0.067 0.074  0.381
H 1.262 -0.497 -0.357  0.168

Orbital gap (spin up / spin down) in Eh: 0.2597 / 0.2605
Charge: -1
DFT total energy in Ha: -1109.9477
HOMO energy (spin up / spin down) in eV: -3.8 / -3.8
ΔE to the lowest compared entry with this formula, charge and spin in kJ/mol: 394.8
LUMO energy (spin up / spin down) in eV: 3.29 / 3.30

# 14
CHF3HoNO4S2 | ωB97M-V/def2-TZVPD

Each line ends with the Mulliken spin population.
Element x y z (Å)
N 0.399 -1.127 0.573  0.001
S 1.764 -0.844 -0.032  -0.003
O 2.699 -1.919 -0.072  0.000
O 1.989 0.366 -0.807  0.000
S -0.810 0.015 0.752  -0.003
O -0.518 1.251 0.005  -0.002
O -1.164 0.100 2.141  0.000
C -2.198 -0.819 -0.219  0.000
F -1.825 -0.933 -1.467  0.000
F -2.432 -1.988 0.316  0.000
F -3.240 -0.033 -0.111  0.000
H 2.563 3.407 -0.003  0.008
Ho 1.136 2.617 -1.042  4.000

Orbital gap (spin up / spin down) in Eh: 0.3241 / 0.2925
Charge: +2
⟨S²⟩: 6.00
Multiplicity: 5
DFT total energy in Ha: -2437.6152
HOMO energy (spin up / spin down) in eV: -19.3 / -19.2
ΔE to the lowest compared entry with this formula, charge and spin in kJ/mol: 0.0
LUMO energy (spin up / spin down) in eV: -10.52 / -11.24

# 15
CHF3MgNO3S2Sc | ωB97M-V/def2-TZVPD

Each line ends with the natural charge from an NBO analysis.
Element x y z (Å)
Mg 2.174 1.850 2.052  1.782
N 0.266 0.592 0.264  -1.276
S 1.722 0.053 -0.223  1.383
O 2.713 0.320 0.951  -1.114
S 0.378 2.368 0.527  -0.373
O -3.271 1.775 -0.650  -0.471
C 1.393 -1.769 0.039  0.810
F 0.398 -2.150 -0.748  -0.304
F 1.087 -2.021 1.294  -0.281
F 2.489 -2.431 -0.292  -0.265
Sc -1.752 0.584 -0.238  2.116
O -3.707 0.387 -1.014  -0.541
H -3.888 0.442 -1.962  0.534

Orbital gap in Eh: 0.2710
Charge: +2
DFT total energy in Ha: -2375.3061
HOMO energy in eV: -16.8
ΔE to the lowest compared entry with this formula, charge and spin in kJ/mol: 0.0
LUMO energy in eV: -9.44

# 16
CHF3N2O | ωB97M-V/def2-TZVPD

Each line ends with the natural charge from an NBO analysis.
Element x y z (Å)
C -1.045 -0.663 -0.055  0.958
N -0.127 0.421 0.142  -0.562
N 1.291 0.708 0.150  0.456
O -0.822 -1.802 -0.364  -0.539
F -2.255 -0.181 0.083  -0.301
F 1.805 -0.128 1.119  -0.196
F 1.802 0.357 -1.127  -0.223
H -0.649 1.289 0.051  0.407

Orbital gap in Eh: 0.4511
SMILES string: O=C(F)NN(F)F
DFT total energy in Ha: -522.8990
HOMO energy in eV: -11.7
ΔE to the lowest compared entry with this formula, charge and spin in kJ/mol: 230.7
LUMO energy in eV: 0.62

# 17
CHF3N2O | ωB97M-V/def2-TZVPD

Each line ends with the natural charge from an NBO analysis.
Element x y z (Å)
C -1.332 -0.474 0.135  0.949
N -0.123 0.189 -0.169  -0.622
N 1.596 0.494 -0.141  0.528
O -1.574 -1.512 0.588  -0.538
F -2.262 0.487 -0.125  -0.338
F 1.954 0.379 1.120  -0.156
F 2.198 -0.529 -0.849  -0.191
H -0.457 0.966 -0.559  0.367

Orbital gap in Eh: 0.3770
SMILES string: O=C(F)NN(F)F
DFT total energy in Ha: -522.8368
HOMO energy in eV: -11.3
ΔE to the lowest compared entry with this formula, charge and spin in kJ/mol: 394.0
LUMO energy in eV: -1.02

# 18
CHF3N2S | ωB97M-V/def2-TZVPD

Each line ends with the natural charge from an NBO analysis.
Element x y z (Å)
C 0.185 0.174 -1.100  0.855
N -0.336 0.199 2.507  -0.007
N -0.880 1.098 2.825  0.001
F 0.495 -0.143 -2.429  -0.341
F 0.900 1.248 -0.759  -0.323
F -1.101 0.406 -1.007  -0.298
S 0.901 -1.071 0.021  -0.026
H -0.164 -1.911 -0.058  0.140

Orbital gap in Eh: 0.4026
SMILES string: FC(F)(F)S.N#N
DFT total energy in Ha: -846.0360
HOMO energy in eV: -10.3
ΔE to the lowest compared entry with this formula, charge and spin in kJ/mol: 22.5
LUMO energy in eV: 0.67

# 19
CHF3N3 | ωB97M-V/def2-TZVPD

Each line ends with the natural charge from an NBO analysis.
Element x y z (Å)
C -1.872 -0.885 -1.052  0.922
N -0.802 -0.832 -0.561  -0.507
N 1.162 1.958 1.461  0.284
N 1.458 0.929 1.289  0.512
F -2.973 -0.952 -1.590  -0.150
F 1.715 -0.283 1.597  0.020
F 1.106 0.352 -0.452  -0.570
H 0.205 -0.286 -0.691  0.489

Orbital gap in Eh: 0.4288
Charge: +1
DFT total energy in Ha: -502.0227
HOMO energy in eV: -18.0
ΔE to the lowest compared entry with this formula, charge and spin in kJ/mol: 73.4
LUMO energy in eV: -6.36

# 20
CHF3O2P | ωB97M-V/def2-TZVPD

Each line ends with the natural charge from an NBO analysis.
Element x y z (Å)
C -0.321 0.799 0.087  0.281
O -0.454 -1.863 1.104  -1.039
O -0.242 -1.477 -1.543  -1.044
F -1.601 1.244 0.037  -0.359
F 0.229 1.257 1.220  -0.317
F 2.374 -0.042 0.023  -0.854
P -0.093 -1.088 -0.114  2.171
H 0.107 1.168 -0.816  0.161

Orbital gap in Eh: 0.3484
Charge: -1
DFT total energy in Ha: -830.2265
HOMO energy in eV: -5.7
ΔE to the lowest compared entry with this formula, charge and spin in kJ/mol: 257.7
LUMO energy in eV: 3.80

Values of largest force on an atom, in order: 5.138; 1.891; 4.131; 3.622; 2.403; 3.423; 3.746; 3.468; 4.209; 0.994; 2.554; 4.628; 4.632; 3.001; 2.105; 3.973; 4.765; 2.693; 6.570; 1.941, all in eV Å⁻¹.